Record 1
C12H18NO | wB97M-V/def2-TZVPD

Summary:
total charge: +1

The geometry in XYZ format:
```
32
Properties=species:S:1:pos:R:3:forces:R:3:mulliken_charge:R:1
C 3.808 0.890 0.033 0.0 0.0 0.1 -0.48
C 3.031 0.639 -1.089 0.1 0.1 0.1 -0.69
C 3.302 0.610 1.294 0.2 0.1 -0.1 -0.75
C 1.764 0.109 -0.959 -0.2 -0.2 0.2 -0.40
C 2.034 0.089 1.437 -0.2 -0.2 -0.2 -0.28
C 1.249 -0.196 0.310 0.6 0.1 0.2 0.05
C -0.725 -1.930 0.086 0.4 -0.2 -0.7 0.09
C -0.094 -0.663 0.443 -1.8 1.2 -0.6 0.22
C 0.033 -3.129 -0.415 -0.1 0.0 0.3 -1.52
C -2.755 0.870 -0.919 -0.3 -0.2 0.1 -1.27
C -0.861 2.369 -0.021 0.0 0.2 0.2 -1.35
C -1.947 1.394 0.201 1.2 -1.2 0.7 1.27
N -0.522 -1.576 1.519 0.0 -0.1 0.9 -0.21
O -2.431 1.185 1.416 -0.2 0.4 -0.7 -0.48
H 4.798 1.302 -0.073 0.1 0.0 0.0 0.42
H 3.419 0.858 -2.071 0.1 0.0 -0.1 0.41
H 3.906 0.795 2.172 0.0 0.0 0.0 0.41
H 1.169 -0.108 -1.834 -0.1 0.0 -0.1 0.44
H 1.649 -0.116 2.428 0.0 0.0 0.1 0.38
H -1.774 -1.921 -0.206 -0.1 0.0 0.1 0.47
H 1.074 -3.088 -0.103 0.1 0.0 0.0 0.35
H 0.007 -3.144 -1.501 0.0 0.0 -0.1 0.36
H -0.420 -4.052 -0.055 0.0 -0.1 0.0 0.41
H -3.720 0.525 -0.553 0.0 0.0 0.0 0.39
H -2.257 0.043 -1.430 0.1 0.1 0.1 0.23
H -2.901 1.650 -1.666 0.0 0.1 0.0 0.39
H -0.212 2.054 -0.836 0.0 -0.1 0.0 0.30
H -1.282 3.338 -0.306 -0.2 0.0 0.0 0.43
H -0.254 2.511 0.871 0.1 0.0 0.0 0.44
H -1.334 -1.328 2.084 0.1 0.0 -0.1 0.25
H 0.171 -2.119 2.037 -0.1 0.0 -0.2 0.33
H -1.946 1.680 2.096 0.1 0.0 -0.1 0.40
```
Forces are in eV/Å.

Record 2
C5H14NS | wB97M-V/def2-TZVPD

Summary:
total charge: +1

The geometry in XYZ format:
```
21
Properties=species:S:1:pos:R:3:forces:R:3:mulliken_charge:R:1
C 1.414 -0.015 -0.681 0.1 0.4 1.5 -1.25
C 0.534 -1.961 0.721 0.6 -1.0 -2.5 -1.69
C -2.151 -1.096 0.156 -0.2 -2.3 1.5 -1.02
C -1.386 0.902 -0.821 2.7 -0.8 -2.8 -1.03
C 0.286 -0.755 -0.125 -2.0 -1.3 1.1 1.62
N -0.975 -0.450 -0.332 1.9 2.2 0.0 -0.02
S 2.163 3.360 0.306 0.3 0.8 1.3 -0.32
H 1.457 0.980 -0.246 -0.2 0.2 -0.1 -0.14
H 1.214 0.050 -1.706 0.3 0.3 -1.8 0.49
H 2.352 -0.484 -0.419 0.1 -0.3 -0.3 0.43
H 1.573 -2.293 0.701 -0.2 0.1 -0.1 0.37
H -0.112 -2.776 0.374 0.4 0.0 -0.1 0.45
H 0.235 -1.808 1.696 -0.6 0.6 2.3 0.47
H -2.634 -1.473 -0.729 -0.9 0.2 -0.1 0.40
H -1.981 -2.003 0.796 0.2 1.0 -0.6 0.40
H -2.716 -0.395 0.778 -0.2 -0.1 -0.5 0.34
H -1.653 1.461 -0.005 -0.6 1.4 2.2 0.44
H -0.518 1.426 -1.338 -1.3 -0.8 0.6 0.35
H -2.237 0.822 -1.476 -0.1 -0.2 -0.3 0.35
H 2.764 2.324 0.921 0.0 0.2 -0.1 0.16
H 2.372 4.184 1.427 -0.3 -0.9 -1.2 0.20
```
Forces are in eV/Å.

Record 3
C19H20Cl2N2O3S | wB97M-V/def2-TZVPD

Summary:
SMILES string: CCOc1ccccc1NC(=S)NC(=O)CCCOc1ccc(Cl)cc1Cl
total charge: 0

The geometry in XYZ format:
```
47
Properties=species:S:1:pos:R:3:forces:R:3:mulliken_charge:R:1
C -3.592 1.377 -0.660 0.3 0.2 0.2 -1.25
C -2.623 2.351 -0.008 -0.4 0.1 -0.2 -0.44
O -1.639 1.578 0.650 0.3 -0.1 0.2 -0.25
C -0.598 2.196 1.270 0.2 0.0 0.2 0.82
C -0.457 3.564 1.432 -0.2 -0.1 0.0 -0.54
C 0.656 4.077 2.081 0.1 0.0 0.1 -0.63
C 1.630 3.231 2.572 -0.1 0.2 -0.1 -0.93
C 1.503 1.860 2.423 0.0 -0.1 0.0 -0.51
C 0.399 1.330 1.773 0.1 0.5 0.1 0.27
N 0.161 -0.026 1.555 -0.6 -0.6 -0.4 0.00
C 0.908 -1.104 1.781 0.1 0.1 0.1 0.11
S 2.391 -1.214 2.503 0.5 -0.1 0.3 -0.41
N 0.390 -2.315 1.314 -0.1 0.0 0.1 -0.07
C -0.622 -2.508 0.414 -0.3 -0.4 -0.1 0.28
O -1.423 -1.643 0.125 -0.2 0.1 0.0 -0.52
C -0.658 -3.892 -0.198 0.0 0.0 -0.2 -0.60
C 0.705 -4.422 -0.671 0.0 0.4 -0.2 -0.98
C 1.601 -3.326 -1.275 0.3 -0.3 0.2 -0.31
O 0.812 -2.451 -2.056 -0.1 0.0 -0.1 -0.44
C 0.886 -1.107 -1.896 -0.1 0.4 -0.2 0.24
C 1.908 -0.406 -1.266 0.0 -0.3 -0.1 -0.31
C 1.871 0.975 -1.166 -0.2 0.1 -0.1 -0.96
C 0.817 1.676 -1.721 0.1 -0.3 0.0 0.48
Cl 0.781 3.398 -1.621 0.0 0.3 -0.1 -0.18
C -0.209 1.009 -2.372 0.2 -0.1 0.1 -0.65
C -0.173 -0.369 -2.448 0.3 -0.1 0.1 0.48
Cl -1.442 -1.213 -3.239 -0.3 -0.1 -0.2 -0.19
H -4.099 0.792 0.102 -0.1 -0.1 0.0 0.36
H -4.328 1.921 -1.245 -0.1 0.0 -0.1 0.43
H -3.049 0.692 -1.305 0.0 -0.1 -0.1 0.16
H -3.150 2.988 0.715 0.1 0.0 -0.1 0.44
H -2.149 2.993 -0.762 0.0 0.0 0.1 0.38
H -1.207 4.238 1.050 -0.1 0.0 -0.1 0.37
H 0.754 5.146 2.195 0.0 0.1 0.0 0.41
H 2.496 3.632 3.075 0.1 0.0 0.1 0.40
H 2.265 1.204 2.808 0.0 0.0 0.0 0.28
H -0.709 -0.197 1.034 0.2 -0.1 0.1 0.40
H 0.977 -3.104 1.556 0.0 0.2 -0.1 0.37
H -1.088 -4.586 0.528 -0.1 0.0 0.0 0.38
H -1.342 -3.827 -1.045 0.0 0.1 0.2 0.33
H 1.254 -4.893 0.147 0.1 -0.1 0.0 0.37
H 0.516 -5.188 -1.423 0.0 -0.1 0.1 0.41
H 2.360 -3.784 -1.922 -0.1 0.1 0.1 0.44
H 2.117 -2.785 -0.479 0.0 0.0 -0.1 0.13
H 2.759 -0.921 -0.847 0.0 -0.1 0.1 0.48
H 2.668 1.497 -0.661 0.1 0.1 0.1 0.38
H -1.028 1.552 -2.816 -0.1 0.0 0.0 0.56
```
Forces are in eV/Å.

E, record by record: -16264.39188; -17730.13086; -65031.50371 eV
Energy above the lowest of the compared OMol25 structures with the same formula, charge and spin, record by record: 2.412; 1.149; 0.000 eV